No. 1
A structure of composition C4H8NS2 at a distorted geometry. Source: the Open Molecules 2025 dataset; level of theory: ωB97M-V/def2-TZVPD.

Summary:
net charge	+1
multiplicity	1
E_LUMO	-3.5	eV
HOMO	-0.4818	Eh
energy relative to the best compared isomer or geometry (same formula, charge and spin)	59.6	kcal/mol
HOMO-LUMO gap	9.7	eV

CARTESIAN COORDINATES (ANGSTROEM)
C -0.78931 -0.71814 0.16619
C -1.40764 0.63609 0.29079
C 1.61273 -0.01843 0.34731
C 1.02599 1.86004 0.34851
N 0.54311 -0.60083 -0.51172
S -0.37335 1.89463 -0.64303
S 1.22906 0.75355 1.83343
H -0.66414 -1.14602 1.10256
H -1.30922 -1.57119 -0.22444
H -2.35702 0.73517 -0.16894
H -1.37161 0.91139 1.36803
H 2.67756 -0.39170 0.29958
H 1.93234 2.22256 -0.08779
H 0.98779 -1.46153 -0.90611
H 0.47680 0.04636 -1.38044

=====

No. 2
A structure of composition C15H28F5N4O3TeV at a distorted geometry. Source: the Open Molecules 2025 dataset; level of theory: ωB97M-V/def2-TZVPD.

Summary:
net charge	+2
multiplicity	3
E_LUMO (spin up / spin down)	-6.7 / -6.0	eV
expectation value of S²	2.018
HOMO (spin up / spin down)	-0.5746 / -0.5769	Eh
energy relative to the best compared isomer or geometry (same formula, charge and spin)	43.3	kcal/mol
HOMO-LUMO gap (spin up / spin down)	9.0 / 9.7	eV

CARTESIAN COORDINATES (ANGSTROEM)
V 0.04441 -0.10435 -0.22235
C 2.77312 -0.75052 -1.36804
C 1.99290 -0.43622 -2.62257
N 0.53130 -0.56331 -2.37665
C -0.03842 -1.91082 -2.65736
C -0.06629 -2.76200 -1.41763
C -0.25393 -4.12997 -1.40910
C -0.35424 -4.77486 -0.18335
C -0.26553 -4.05223 0.99818
C -0.05549 -2.68951 0.92250
C 0.04101 -1.73705 2.09779
N 0.38824 -0.37937 1.61985
C 1.69156 0.13247 2.08222
C 2.72781 -0.33895 1.07585
N 2.19832 0.04596 -0.26022
N 0.04919 -2.08319 -0.26960
H 3.83645 -0.53980 -1.50004
H 2.67174 -1.80278 -1.09491
H 2.30276 -1.07977 -3.44880
H 2.16848 0.59911 -2.92254
H 0.08335 0.06068 -3.04508
H 0.49783 -2.40893 -3.46949
H -1.06710 -1.76001 -3.00327
H -0.33397 -4.67768 -2.33727
H -0.50570 -5.84526 -0.14958
H -0.35132 -4.53990 1.95895
H 0.78311 -2.10030 2.81356
H -0.92470 -1.73748 2.61090
H -0.84455 0.62826 2.09418
H 1.93149 -0.20579 3.09236
H 1.68235 1.22586 2.09209
H 2.79309 -1.42847 1.09712
H 3.72643 0.06852 1.24403
H 2.43965 1.02568 -0.41854
C 0.22171 3.44163 -1.10317
O -0.17230 2.62778 0.02542
C -0.82349 3.42788 1.03329
C -0.85851 2.69918 2.35190
O -1.52145 1.41107 2.21178
C -2.73834 1.10781 2.98595
H 1.20947 3.85608 -0.88529
H -0.51638 4.23178 -1.25268
H -0.21224 2.93700 -2.94219
H -1.81865 3.69478 0.66939
H -0.24164 4.33654 1.21649
H -1.41056 3.28550 3.08479
H 0.13973 2.49002 2.73485
H -2.48167 1.09058 4.04166
H -3.07602 0.14854 2.60939
H -3.45440 1.88539 2.73802
F -1.89716 -0.48857 0.22157
Te -2.06896 1.03499 -1.51124
F -3.18521 1.71513 -0.11950
F -2.49401 2.74975 -2.16271
F -3.52199 0.00251 -1.96187
F -1.66033 0.78836 -3.41342
O 0.28902 2.57826 -2.19561

=====

No. 3
A structure of composition C20H18FeO7S at a distorted geometry. Source: the Open Molecules 2025 dataset; level of theory: ωB97M-V/def2-TZVPD.

Summary:
net charge	-2
multiplicity	5
E_LUMO (spin up / spin down)	4.7 / 4.7	eV
expectation value of S²	6.173
HOMO (spin up / spin down)	0.0821 / -0.0654	Eh
HOMO-LUMO gap (spin up / spin down)	2.5 / 6.4	eV

CARTESIAN COORDINATES (ANGSTROEM)
C 4.88518 -1.95104 1.31421
C 3.98443 -0.91496 0.72030
O 2.67355 -1.03652 1.40543
C 2.02266 0.11704 1.54905
C 0.61403 -0.11388 1.99057
S -0.45418 1.24281 1.31232
C -1.98618 0.32634 1.36412
C -2.33699 -0.33897 0.20205
C -3.47403 -1.15115 0.19898
C -4.22949 -1.26349 1.37010
C -3.88260 -0.57569 2.52807
C -2.74737 0.24734 2.53422
O -0.52721 2.15892 2.42097
O -0.28972 1.71572 -0.02686
O 2.53943 1.22796 1.45895
H 5.76591 -2.08977 0.68653
H 5.22518 -1.62730 2.29238
H 4.37002 -2.89969 1.40209
H 4.36364 0.09887 0.86098
H 3.76214 -1.10416 -0.33285
H 0.23596 -0.98402 1.44244
H -1.74352 -0.20676 -0.69053
H -3.73025 -1.66775 -0.71465
H -5.10928 -1.90690 1.36406
H -4.47184 -0.65916 3.44247
H -2.48639 0.82968 3.40700
O 0.38568 -3.27540 9.18374
C 0.57642 -2.80703 8.12650
Fe 0.38772 -1.91852 6.59640
C -1.33388 -2.48338 6.23167
O -2.46137 -2.63099 6.02232
C -0.35289 -0.57708 7.48390
O -1.06620 -0.04934 8.22253
C 0.69304 -0.45198 3.71291
C 1.52542 0.47213 4.53686
C 2.05992 0.34180 5.79221
C 2.01032 -0.82916 6.67874
C 2.34145 -2.12736 6.09352
C 1.60615 -2.52983 4.98295
C 0.52925 -1.72806 4.45568
H -0.41034 -0.08248 3.65390
H 1.66632 1.38782 3.98334
H 2.62855 1.23207 6.19258
H 2.28463 -0.61592 7.72764
H 3.05813 -2.77736 6.58542
H 1.72342 -3.54674 4.58058
H -0.22953 -2.33367 3.91871

=====

No. 4
A cluster of 9 separate species, C22H40N6O14 in total at a distorted geometry. Source: the Open Molecules 2025 dataset; level of theory: ωB97M-V/def2-TZVPD.

Summary:
net charge	-1
multiplicity	2
E_LUMO (spin up / spin down)	2.3 / 2.3	eV
expectation value of S²	0.754
HOMO (spin up / spin down)	-0.0448 / -0.1951	Eh
HOMO-LUMO gap (spin up / spin down)	3.6 / 7.7	eV

CARTESIAN COORDINATES (ANGSTROEM)
C 0.40904 0.94112 -0.83468
N 0.00748 -0.45101 -0.43871
O -0.79767 -0.61774 0.51121
O 0.52311 -1.42467 -0.94365
H -0.50504 1.22039 -1.35867
H 1.27589 1.03787 -1.48837
H 0.49491 1.44402 0.12855
C 5.39406 0.57324 1.24094
N 4.37542 1.27344 0.37120
O 4.59722 2.38171 -0.14503
O 3.32271 0.73449 0.20251
H 5.58333 -0.39781 0.78339
H 4.77025 0.46934 2.12872
H 6.27884 1.19957 1.35470
C -2.04635 -2.48898 3.59171
N -1.76404 -2.34980 5.05219
O -1.63842 -1.18530 5.55006
O -1.76828 -3.41824 5.61068
H -3.03123 -2.03159 3.49732
H -2.14558 -3.54597 3.34466
H -1.34870 -1.96243 2.94046
C -3.59985 -1.28908 -1.50522
N -2.61208 -1.52532 -2.67659
O -2.21231 -0.53218 -3.35088
O -2.33893 -2.71881 -2.86040
H -4.54818 -0.98458 -1.94800
H -3.18604 -0.52436 -0.84791
H -3.77150 -2.17242 -0.89012
C 1.18301 -4.39838 -3.14555
N 1.06380 -5.67269 -2.36892
O 1.84540 -5.97023 -1.48265
O 0.07590 -6.32709 -2.57108
H 2.14768 -4.31112 -3.64545
H 1.11639 -3.54404 -2.47193
H 0.39509 -4.48816 -3.89336
C 1.87612 -3.41772 0.90149
N 3.14433 -3.05568 0.28457
O 3.09081 -2.48328 -0.76083
O 4.18643 -3.30556 0.90678
H 2.22595 -4.06238 1.70780
H 1.22378 -3.84998 0.14273
H 1.22809 -2.57215 1.13206
C 1.27737 1.03907 -7.37469
O 1.01556 1.29397 -5.93663
C -0.15664 2.06440 -5.69013
C -0.39310 2.51801 -4.26112
O 0.92703 2.89359 -3.74140
C 0.96307 3.99181 -2.91173
H 1.48328 1.94303 -7.94788
H 0.37255 0.66337 -7.85243
H 2.10552 0.36818 -7.60306
H -1.05155 1.49896 -5.94996
H -0.02760 2.95064 -6.31143
H -0.74251 1.73471 -3.58847
H -1.07326 3.35763 -4.11786
H 0.63643 4.80539 -3.55941
H 2.02513 4.03905 -2.67106
H 0.25113 4.01008 -2.08657
C 0.56907 1.20337 3.98862
C 0.56193 0.73317 5.26158
C 1.29309 -0.44840 5.56502
C 1.95121 -1.11681 4.63198
C 2.04494 -0.57024 3.36021
C 1.27092 0.56457 2.99756
H 0.14900 2.16690 3.74050
H -0.08234 1.23589 5.96769
H 1.40664 -0.75001 6.59581
H 2.54694 -1.92293 5.03407
H 2.75066 -0.93736 2.62974
H 1.21960 0.94348 1.98751
C -2.85377 2.78283 1.61315
C -2.84952 3.76637 2.59110
C -4.05675 3.99008 3.24514
C -5.19676 3.17754 2.99428
C -5.10863 2.13856 2.10597
C -3.95176 1.95558 1.34933
H -1.92418 2.56231 1.10953
H -1.98564 4.39335 2.75543
H -4.09599 4.74840 4.01314
H -6.04946 3.34385 3.63586
H -5.96869 1.48694 2.06023
H -3.77374 1.18426 0.61463

=====

No. 5
A cluster of 2 separate species, C3H6N2O2 in total at a distorted geometry. Source: the Open Molecules 2025 dataset; level of theory: ωB97M-V/def2-TZVPD.

Summary:
multiplicity	1
E_LUMO	0.9	eV
HOMO	-0.3273	Eh
energy relative to the best compared isomer or geometry (same formula, charge and spin)	130.0	kcal/mol
HOMO-LUMO gap	9.8	eV

CARTESIAN COORDINATES (ANGSTROEM)
C -0.23562 0.47853 -0.61211
C -2.24347 0.57767 1.16222
C 2.07954 -0.62903 -0.76899
N -2.52907 1.71649 1.29445
N 0.68004 -0.38552 -0.34239
O 0.35223 -1.44942 0.47269
O -1.89969 -0.50797 1.50026
H 0.18624 1.25267 -1.40153
H 2.23545 0.24272 -1.28935
H 1.98351 -1.63767 -1.32856
H 2.62480 -0.68770 0.17926
H -0.66290 -1.31906 0.60204
H -2.57107 2.34828 0.53201

=====

No. 6
A structure of composition C26H20MoN5O4S4Sb. Source: the Open Molecules 2025 dataset; level of theory: ωB97M-V/def2-TZVPD.

Summary:
net charge	-2
multiplicity	1
E_LUMO	4.1	eV
HOMO	-0.0306	Eh
energy relative to the best compared isomer or geometry (same formula, charge and spin)	13.6	kcal/mol
HOMO-LUMO gap	4.9	eV

CARTESIAN COORDINATES (ANGSTROEM)
Mo 0.71696 -0.78334 0.03851
O 3.72393 2.12662 -0.54100
C 2.92819 1.27054 -0.13316
N 2.35265 0.27585 -0.78206
C 2.63380 0.08690 -2.18510
C 1.33131 -0.03401 -2.89721
C 1.17232 0.15864 -4.26849
C -0.07613 0.00132 -4.82824
C -1.15174 -0.34968 -4.01839
C -0.91529 -0.54265 -2.67417
N 0.29556 -0.38666 -2.13553
C 2.50579 1.29380 1.32051
C 3.03770 2.22880 2.19171
C 2.59332 2.23294 3.50145
C 1.63807 1.30732 3.89207
C 1.16099 0.39912 2.96199
N 1.59399 0.39153 1.70043
H 3.24024 0.90178 -2.58475
H 3.16474 -0.87071 -2.33721
H 2.03698 0.41334 -4.86555
H -0.21704 0.14462 -5.89305
H -2.14759 -0.48725 -4.41561
H -1.69812 -0.84760 -1.99196
H 3.77177 2.91709 1.79903
H 2.98291 2.95363 4.21058
H 1.25377 1.27493 4.90232
H 0.42775 -0.35236 3.21272
O -3.26829 2.39634 2.23885
C -2.37309 3.30424 1.80938
C -2.57774 4.64328 2.14593
C -1.67775 5.60954 1.73556
C -0.55793 5.26699 0.98420
C -0.35765 3.93926 0.64615
C -1.25355 2.95035 1.04297
C -0.97795 1.53592 0.66848
O 0.01154 1.29070 -0.09356
N -1.76785 0.61885 1.16656
N -1.36166 -0.64345 0.70409
C -2.22535 -1.57348 0.88726
C -2.12348 -2.91154 0.35623
C -3.17186 -3.79965 0.64112
C -3.23609 -5.05004 0.07278
C -2.22548 -5.41252 -0.83317
C -1.19293 -4.56385 -1.13778
C -1.08641 -3.27862 -0.53907
O -0.07614 -2.53863 -0.85819
H -2.94735 1.51232 1.91882
H -3.44996 4.89379 2.73596
H -1.84936 6.64475 2.00901
H 0.15014 6.02321 0.67258
H 0.50373 3.63116 0.06697
H -3.13741 -1.31050 1.42239
H -3.94834 -3.47040 1.32513
H -4.04229 -5.73127 0.31131
H -2.25502 -6.39061 -1.30168
H -0.39995 -4.84696 -1.81671
S 3.56745 -3.32042 -3.00201
Sb 2.77889 -4.63374 -1.23610
S 2.60362 -2.36555 0.42761
S 1.03124 -2.53949 1.75377
S 4.53748 -5.60446 -0.10471

=====

| no. | molar mass (g mol⁻¹) |
| --- | --- |
| 1 | 134.2 |
| 2 | 585.9 |
| 3 | 458.3 |
| 4 | 612.6 |
| 5 | 102.1 |
| 6 | 812.4 |